Molecular formula: C6H12N6
Method: DFT, ωB97M-V/def2-TZVPD

Gap between HOMO and LUMO, eV: 9.72
M, Da: 168.2
Energy above the lowest of the compared OMol25 structures with the same formula, charge and spin, eV: 2.999
Net charge: +2
Strongest force on any atom, hartree/bohr: 0.076

Last columns: bonded neighbours and bond lengths (Å).
Cartesian coordinates (Å):
1 C -1.9916 -0.0154 -0.5680  C5 1.288, C6 1.492, H13 1.126
2 C 2.0603 -1.3600 2.1911  N7 1.306, N9 1.324, H14 1.016
3 C 0.3406 -0.7568 0.8175  N8 1.273, N9 1.388
4 C 1.4162 1.0742 -0.4056  N8 1.498, N10 1.309, N11 1.318
5 C -3.1657 0.4560 -0.3276  C1 1.288, N12 1.262
6 C -1.2210 -0.8956 -1.4947  C1 1.492, H15 1.111, H16 1.172, H17 1.100
7 N 2.4352 -0.2872 1.5473  C2 1.306, N8 1.447, H18 1.040
8 N 1.3511 -0.0049 0.6315  C3 1.273, C4 1.498, N7 1.447
9 N 0.8205 -1.6125 1.7997  C2 1.324, C3 1.388, H19 0.964
10 N 0.3521 1.6510 -0.9028  C4 1.309, H20 1.073
11 N 2.6801 1.1074 -0.7782  C4 1.318, H21 1.058, H22 1.022
12 N -4.2995 0.9345 -0.0460  C5 1.262, H23 1.077, H24 1.004
13 H -1.4069 0.7141 0.0602  C1 1.126
14 H 2.7127 -1.7672 2.8555  C2 1.016
15 H -1.7997 -1.6507 -2.0687  C6 1.111
16 H -0.5715 -1.5316 -0.7549  C6 1.172
17 H -0.5668 -0.3618 -2.2003  C6 1.100
18 H 3.2261 0.3874 1.5857  N7 1.040
19 H 0.3099 -2.3254 2.2013  N9 0.964
20 H 0.6505 2.0532 -1.8513  N10 1.073
21 H 3.3615 0.3035 -0.8678  N11 1.058
22 H 2.9016 1.8512 -1.4428  N11 1.022
23 H -4.8360 1.6661 -0.6269  N12 1.077
24 H -4.7597 0.3707 0.6457  N12 1.004